# 1
Entry from the OMol25 dataset: a 4-piece molecular cluster, C4H12O4 overall in a non-equilibrium geometry (ωB97M-V/def2-TZVPD).

Computed properties:
- Energy above the lowest of the compared OMol25 structures with the same formula, charge and spin: 50.2 kcal per mole
- Kohn-Sham gap: 9.73 eV
- Molecular weight: 124.136 g/mol
- Largest force on an atom: 1.80 eV/A
- HOMO: -9.199 eV
- SMILES: C=C/C=C/O.O.O.O

```
20
Properties=species:S:1:pos:R:3:forces:R:3
C 1.5804 -0.8077 1.7755 0.197 0.185 0.533
C 1.9772 -1.5526 0.7615 0.827 0.358 -0.955
C 1.2775 -1.5241 -0.5460 -1.581 0.301 0.815
C 1.1078 -0.4068 -1.2377 0.726 0.124 -1.328
O 0.2864 -0.3535 -2.3534 -0.283 -0.247 0.490
H 2.0930 -0.7140 2.7273 0.132 -0.242 -0.162
H 0.6932 -0.2069 1.6877 -0.370 -0.237 0.040
H 2.9252 -2.0831 0.7602 -0.148 -0.271 0.470
H 0.5232 -2.2976 -0.7085 0.469 -0.216 -0.314
H 1.7326 0.4811 -1.1982 -0.030 -0.085 0.737
H 0.1678 0.5742 -2.5757 -0.002 0.006 -0.113
H -1.7102 -0.7008 -1.3448 -0.048 -0.020 -0.066
H -3.1296 -0.6962 -0.6762 0.033 -0.216 -0.119
O -2.2810 -0.2507 -0.7114 0.090 0.285 0.032
H 0.3804 1.3409 1.1425 -0.050 0.219 -0.098
H -0.3745 2.6249 0.8341 0.187 -0.154 0.061
O 0.5045 2.2268 0.7836 -0.182 0.178 -0.114
H -2.8293 2.3709 1.5814 -0.104 -0.008 -0.140
H -2.5306 1.3065 0.4672 -0.059 -0.049 0.423
O -2.6971 1.4326 1.4200 0.196 0.087 -0.192
```
Forces are in eV/Å.

# 2
Entry from the OMol25 dataset: a 2-piece molecular cluster, C3H10NS overall in a non-equilibrium geometry (ωB97M-V/def2-TZVPD).

Computed properties:
- Energy above the lowest of the compared OMol25 structures with the same formula, charge and spin: 121.4 kcal per mole
- Charge: +1
- Kohn-Sham gap: 6.50 eV
- Molecular weight: 92.187 g/mol
- Largest force on an atom: 1.80 eV/A
- HOMO: -15.320 eV

```
15
Properties=species:S:1:pos:R:3:forces:R:3
C 0.2438 -0.8203 -1.4285 0.945 -0.409 1.476
C 1.4838 -0.4453 -0.6180 -1.442 -0.126 -0.454
C 1.1579 0.9060 0.0744 -0.382 0.129 0.444
S -0.4344 0.8064 0.8414 -0.092 -0.522 -0.073
N -0.6705 -1.4955 -0.4950 -0.627 0.931 -0.610
H 0.5580 -1.4669 -2.2409 -0.428 -0.353 -0.140
H -0.2329 0.0758 -1.7635 -0.238 0.342 -1.141
H 1.6169 -1.2419 0.0997 0.568 -0.040 0.227
H 2.3150 -0.3160 -1.2842 0.639 0.181 0.036
H 1.8892 1.0963 0.8607 0.108 -0.057 0.155
H 1.1171 1.7163 -0.6295 0.210 0.255 -0.410
H -5.1709 1.4232 2.9876 0.341 0.046 0.224
H -1.5628 -1.7053 -0.9580 0.024 0.298 0.117
H -0.9321 -0.9647 0.3948 0.710 -0.628 0.375
H -4.5562 1.5106 3.4141 -0.336 -0.047 -0.226
```
Forces are in eV/Å.

# 3
Entry from the OMol25 dataset: a 9-piece molecular cluster, C4H28NO8 overall in a non-equilibrium geometry (ωB97M-V/def2-TZVPD).

Computed properties:
- Energy above the lowest of the compared OMol25 structures with the same formula, charge and spin: 0.0 kcal per mole
- Charge: +1
- Kohn-Sham gap: 10.57 eV
- Molecular weight: 218.267 g/mol
- Largest force on an atom: 1.30 eV/A
- HOMO: -12.858 eV

```
41
Properties=species:S:1:pos:R:3:forces:R:3
C -0.1906 -1.7107 -0.1215 0.373 0.258 -0.057
C -0.8829 -1.9221 1.2168 0.073 0.603 -0.059
N 0.1697 -2.1072 2.2959 -0.503 -0.010 -0.311
C 0.6152 -3.5018 2.4086 0.821 -0.825 -0.571
C -1.7458 -0.7335 1.5965 -0.511 -0.005 0.292
H 0.3249 -0.7435 -0.1659 -0.026 -0.133 0.263
H -0.9436 -1.6493 -0.9005 -0.105 -0.294 -0.143
H 0.5524 -2.4860 -0.3549 -0.341 0.117 -0.020
H -1.4922 -2.8224 1.1604 0.080 -0.158 0.243
H 0.9892 -1.4161 2.0550 -0.036 -0.376 0.561
H -0.2147 -1.8099 3.1995 0.081 -0.014 -0.323
H 1.0947 -3.8391 1.4801 -0.406 0.344 -0.029
H 1.4162 -3.6164 3.1317 -0.236 0.201 0.457
H -0.2185 -4.1814 2.6084 0.127 0.312 0.167
H -1.1605 0.1651 1.7712 0.262 0.069 -0.011
H -2.3544 -0.9207 2.4954 0.239 -0.090 -0.184
H -2.4416 -0.4939 0.7962 -0.034 -0.029 -0.172
H 1.5238 2.5865 -1.2853 -0.319 0.181 0.062
H -0.0179 2.9057 -1.1291 0.591 0.118 0.092
O 0.8582 2.9844 -0.6916 -0.406 -0.246 0.187
H -4.1352 -1.7130 -2.9363 0.178 0.027 0.060
H -3.5199 -0.9812 -4.1104 0.150 -0.008 0.109
O -3.3329 -1.2390 -3.1974 -0.375 -0.178 -0.293
H 4.1152 -1.2495 -0.3609 0.097 0.203 -0.224
H 3.2216 -0.1286 -1.0203 0.286 -0.277 0.129
O 3.2283 -0.8794 -0.4045 -0.238 0.131 -0.215
H 0.7397 2.2547 0.8774 -0.024 -0.210 0.464
H 0.8566 2.5564 2.4065 -0.118 -0.381 -0.285
O 0.6641 1.8338 1.7844 0.206 0.640 -0.209
H 2.6618 2.1032 -3.2743 0.046 -0.003 0.325
H 3.4695 2.8595 -2.2104 0.040 0.011 0.007
O 2.8161 2.1585 -2.3178 0.298 -0.245 -0.504
H 1.6750 0.4380 1.9837 0.461 -0.461 -0.017
H 2.5890 -0.5334 1.1305 -0.001 0.078 0.237
O 2.1610 -0.4391 2.0113 -0.552 0.557 -0.160
H -1.7935 3.5484 -2.6208 0.035 -0.038 -0.062
H -2.1462 3.5353 -1.1366 -0.013 -0.062 -0.011
O -1.6554 3.0446 -1.8105 -0.064 0.471 0.023
H -3.2481 0.1790 -2.0489 0.084 0.398 0.369
H -2.5366 1.5010 -1.6017 -0.396 -0.424 -0.015
O -3.2159 0.8546 -1.3400 0.175 -0.250 -0.173
```
Forces are in eV/Å.

# 4
Entry from the OMol25 dataset: an isolated ion of composition CH4NOS and charge -1 in a non-equilibrium geometry (ωB97M-V/def2-TZVPD).

Computed properties:
- Energy above the lowest of the compared OMol25 structures with the same formula, charge and spin: 97.8 kcal per mole
- Charge: -1
- Kohn-Sham gap (alpha / beta): 6.41 / 6.41 eV
- Molecular weight: 78.116 g/mol
- Largest force on an atom: 2.59 eV/A
- HOMO (alpha / beta): -2.159 / -2.166 eV
- SMILES: CN([O-])S

```
8
Properties=species:S:1:pos:R:3:forces:R:3
C -0.9519 -0.2897 0.0254 1.936 1.415 -0.974
N 0.2177 0.3650 0.6618 -0.201 2.316 0.468
O 0.3196 1.6017 0.1819 0.060 -1.959 0.577
S 1.9336 -0.7682 0.1578 -0.055 0.647 -0.927
H -1.1406 0.2746 -0.9005 -0.416 -0.255 0.185
H -0.6948 -1.2866 -0.1826 -0.114 -1.459 -0.113
H -1.6545 -0.1520 0.7926 -1.657 -0.056 0.597
H 1.9710 0.2552 -0.7365 0.449 -0.648 0.187
```
Forces are in eV/Å.

The lowest largest force on an atom belongs to which entry?
C4H28NO8

Which of these has the highest molecular weight?
C4H28NO8

Which of these has the highest largest force on an atom?
CH4NOS

Among the records above, which one has the lowest molecular weight?
CH4NOS